Here is a molecular structure, C6H7F8MgNO8S2 at a distorted geometry from the Open Molecules 2025 dataset. Energies are from wB97M-V/def2-TZVPD.

As for the total energy: -2684.542051 Eh.

Each line ends with the natural charge from an NBO analysis.
CARTESIAN COORDINATES (ANGSTROEM)
Mg -26.18156 20.04370 19.67062  1.92
C -30.98424 15.52363 19.49302  0.81
F -31.58496 16.76773 19.57208  -0.33
F -31.67934 14.65310 20.14893  -0.27
F -30.90192 15.23846 18.22241  -0.29
S -29.16340 15.58464 20.17140  2.04
O -29.17350 15.20724 21.57311  -0.88
O -28.41919 14.54594 19.43472  -0.92
N -28.40642 17.12232 19.68789  -1.11
S -28.94428 18.07593 20.84283  2.15
O -29.03344 19.41915 20.30972  -0.95
O -30.11445 17.70458 21.61909  -0.86
C -27.38410 18.11617 22.10090  0.73
F -27.68721 18.95594 23.11946  -0.30
F -27.12757 16.79655 22.49058  -0.30
F -26.24412 18.55742 21.53205  -0.36
F -26.73447 20.30293 21.03403  -0.94
C -25.81454 21.12481 22.88161  -0.13
C -25.19112 19.77303 23.17535  0.41
O -24.90409 19.97932 24.54264  -0.50
C -24.83242 21.31364 24.81891  0.97
O -24.59681 21.74016 25.93285  -0.57
O -25.11370 21.96194 23.75735  -0.48
F -24.09186 19.61036 22.41586  -0.36
H -26.87370 21.06106 23.13105  0.24
H -25.56207 21.47515 21.88079  0.18
H -25.89172 18.97075 22.94384  0.18
C -28.73102 21.79959 22.48810  -0.29
O -29.47145 20.71403 21.86077  -0.73
H -29.34923 22.69619 22.44329  0.18
H -28.65824 21.72629 23.57319  0.17
H -27.78377 21.97543 21.97829  0.16
H -28.79012 20.09952 21.57836  0.46